Entry 1:
{
  "formula": "C2H7NS",
  "method": "ωB97M-V/def2-TZVPD",
  "homo_ev": -8.690,
  "relative_energy_kj_mol": 209.1,
  "smiles": "C=C.NS",
  "lumo_energy_ev": 0.62,
  "orbital_gap_ev": 9.31,
  "species": ["C", "C", "N", "S", "H", "H", "H", "H", "H", "H", "H"],
  "coordinates": [[-2.3990, 0.6442, 1.0414], [-1.8015, -0.1191, 0.1733], [2.6758, -0.7695, -1.2038], [2.4197, 0.6158, -0.1624], [-1.7975, 1.1330, 1.7709], [-3.3682, 0.9499, 1.1409], [-2.2747, -0.5245, -0.7686], [-0.7522, -0.0596, 0.1764], [3.7058, -0.6694, -1.5421], [2.6242, -1.5783, -0.6044], [0.9676, 0.3774, -0.0217]]
}

***

Entry 2:
{
  "formula": "C49H72ClNO9",
  "method": "ωB97M-V/def2-TZVPD",
  "homo_ev": -7.730,
  "relative_energy_kj_mol": 0.0,
  "smiles": "O=C(Cl)Cc1cc(COc2ccccc2)cc2c1C(=O)c1ccc(CCCCCCCCCCCCn3cccc3)cc1C2=O.CCO.CCO.CCO.CCO.CCO",
  "lumo_energy_ev": -0.66,
  "orbital_gap_ev": 7.07,
  "species": ["O", "C", "Cl", "C", "C", "C", "C", "C", "O", "C", "C", "C", "C", "C", "C", "C", "C", "C", "C", "O", "C", "C", "C", "C", "C", "C", "C", "C", "C", "C", "C", "C", "C", "C", "C", "C", "N", "C", "C", "C", "C", "C", "C", "C", "O", "H", "H", "H", "H", "H", "H", "H", "H", "H", "H", "H", "H", "H", "H", "H", "H", "H", "H", "H", "H", "H", "H", "H", "H", "H", "H", "H", "H", "H", "H", "H", "H", "H", "H", "H", "H", "H", "H", "H", "H", "H", "H", "C", "C", "O", "H", "H", "H", "H", "H", "H", "C", "C", "O", "H", "H", "H", "H", "H", "H", "C", "C", "O", "H", "H", "H", "H", "H", "H", "C", "C", "O", "H", "H", "H", "H", "H", "H", "C", "C", "O", "H", "H", "H", "H", "H", "H"],
  "coordinates": [[1.7324, -4.3581, 0.8890], [0.6631, -4.6382, 1.3208], [-0.4011, -5.6260, 0.2043], [0.1607, -4.1781, 2.7459], [-0.2245, -2.6674, 2.6445], [0.6163, -1.6302, 3.2841], [0.3475, -0.1956, 3.2133], [1.2523, 0.9183, 3.8493], [0.7146, 2.2379, 3.7485], [1.1276, 2.9166, 2.6011], [0.0914, 3.5518, 1.7501], [0.3891, 4.2855, 0.5304], [1.7803, 4.4600, 0.0943], [2.8239, 3.8719, 0.9478], [2.5170, 3.1012, 2.1722], [-0.8504, 0.2549, 2.4797], [-1.6694, -0.7726, 1.8551], [-1.4061, -2.2193, 1.9027], [-2.3903, -3.1728, 1.1292], [-2.7840, -4.2292, 1.5677], [-2.8630, -2.6063, -0.2534], [-3.0375, -3.4121, -1.4527], [-3.4463, -2.6925, -2.6840], [-3.6731, -1.2452, -2.7389], [-4.0592, -0.4609, -4.0425], [-3.2560, 0.9124, -4.0517], [-1.6898, 0.7384, -3.9812], [-1.0423, 2.0866, -3.3973], [0.0931, 2.6814, -4.3174], [1.5061, 2.0066, -4.1398], [2.0719, 2.0310, -2.6662], [3.3949, 1.1172, -2.6817], [2.9334, -0.3694, -2.3332], [3.7921, -1.4792, -3.0720], [4.8527, -2.1326, -2.0859], [5.1463, -3.6516, -2.4386], [4.9485, -4.5712, -1.3047], [5.3424, -4.4809, 0.0195], [4.8965, -5.6485, 0.7886], [4.1871, -6.4778, -0.2410], [4.2279, -5.7514, -1.5064], [-3.5341, -0.4444, -1.4980], [-3.1302, -1.1574, -0.2981], [-2.9260, -0.3336, 1.0234], [-3.6528, 0.5706, 1.3587], [0.9512, -4.2958, 3.5267], [-0.7252, -4.8031, 3.0397], [1.5354, -1.9682, 3.8239], [2.2875, 0.7943, 3.4398], [1.3228, 0.6900, 4.9544], [-0.9863, 3.4471, 2.0530], [-0.4600, 4.7048, -0.0670], [2.0009, 5.0140, -0.8456], [3.8773, 4.0323, 0.6058], [3.3458, 2.6706, 2.7773], [-1.1739, 1.3105, 2.3681], [-2.8677, -4.5193, -1.4358], [-3.5822, -3.2587, -3.6338], [-3.7985, -1.0044, -4.9851], [-5.1522, -0.1722, -4.0379], [-3.4872, 1.4034, -5.0445], [-3.5814, 1.6324, -3.2605], [-1.2490, 0.5150, -4.9982], [-1.3412, -0.0784, -3.2984], [-0.6225, 1.8413, -2.3772], [-1.8236, 2.8824, -3.2170], [0.1956, 3.7841, -4.0877], [-0.2429, 2.5293, -5.3855], [1.5676, 0.9592, -4.5654], [2.2304, 2.6189, -4.7586], [2.4312, 3.0528, -2.3595], [1.3972, 1.5616, -1.9074], [4.1676, 1.4921, -1.9484], [3.8857, 1.1396, -3.6922], [1.8779, -0.4590, -2.7299], [2.9587, -0.4811, -1.2107], [3.0971, -2.2775, -3.4676], [4.3590, -1.0893, -3.9574], [4.4859, -1.9861, -1.0379], [5.8131, -1.5462, -2.1723], [6.1962, -3.7703, -2.8349], [4.4612, -3.9672, -3.2759], [5.9263, -3.6349, 0.4463], [5.0654, -5.8378, 1.8691], [3.7194, -7.4709, -0.0221], [3.7594, -6.0968, -2.4494], [-3.6863, 0.6531, -1.4264], [-3.7146, 1.4023, 4.6636], [-2.8258, 2.5596, 5.0760], [-3.1977, 3.7468, 4.3785], [-3.6425, 1.2286, 3.5878], [-3.4317, 0.4873, 5.1890], [-4.7630, 1.6227, 4.8818], [-1.7821, 2.3454, 4.8374], [-2.9032, 2.7452, 6.1520], [-4.1166, 3.9377, 4.5995], [4.8215, 3.3458, -7.5605], [3.4287, 3.2215, -8.1481], [2.4727, 3.8451, -7.2969], [4.8614, 2.8857, -6.5707], [5.5615, 2.8642, -8.2032], [5.0961, 4.3969, -7.4358], [3.1498, 2.1721, -8.2508], [3.3798, 3.6905, -9.1362], [2.7168, 4.7746, -7.2159], [-2.7485, -7.7991, 2.2560], [-4.1332, -7.9555, 1.6595], [-5.1118, -7.3838, 2.5200], [-2.6961, -8.2812, 3.2351], [-1.9904, -8.2401, 1.6048], [-2.5111, -6.7427, 2.4061], [-4.3771, -9.0109, 1.5299], [-4.1939, -7.4641, 0.6827], [-4.8968, -6.4485, 2.6228], [1.7616, 8.7554, 0.7475], [0.5830, 8.6048, -0.1953], [0.0195, 7.3024, -0.0807], [2.5262, 8.0075, 0.5265], [2.2057, 9.7496, 0.6624], [1.4505, 8.5974, 1.7836], [0.9011, 8.7415, -1.2297], [-0.1918, 9.3453, 0.0287], [-0.2689, 7.1885, 0.8332], [-5.3502, -1.4297, 8.2385], [-4.4683, -0.2646, 8.6446], [-4.8511, 0.9157, 7.9465], [-5.2806, -1.6051, 7.1629], [-5.0597, -2.3418, 8.7639], [-6.3994, -1.2160, 8.4603], [-3.4253, -0.4725, 8.4021], [-4.5421, -0.0772, 9.7208], [-5.7705, 1.1017, 8.1705]]
}

***

Entry 3:
{
  "formula": "C38H53BGeN3O3SScSeSiTe",
  "method": "ωB97M-V/def2-TZVPD",
  "homo_ev": -7.401,
  "relative_energy_kj_mol": 0.0,
  "lumo_energy_ev": -0.33,
  "orbital_gap_ev": 7.07,
  "species": ["Sc", "Te", "C", "C", "C", "C", "S", "H", "H", "H", "C", "C", "C", "O", "B", "O", "C", "C", "C", "H", "H", "H", "H", "H", "H", "H", "H", "H", "H", "H", "H", "C", "Si", "C", "C", "Se", "H", "H", "H", "H", "H", "H", "H", "H", "H", "C", "C", "C", "C", "C", "C", "C", "C", "N", "H", "H", "H", "H", "H", "H", "Ge", "C", "C", "C", "C", "C", "C", "C", "C", "C", "C", "C", "C", "H", "H", "H", "H", "H", "H", "H", "H", "H", "H", "H", "C", "N", "C", "C", "O", "N", "C", "C", "H", "H", "H", "H", "H", "H", "H", "H", "H", "H", "H", "H"],
  "coordinates": [[0.3942, -0.2235, -0.2044], [1.5560, 1.5146, 2.0624], [2.1563, 2.4810, 3.8564], [1.5020, 3.4064, 4.6071], [2.2634, 3.8679, 5.7030], [3.4862, 3.2855, 5.7654], [3.7304, 2.1616, 4.4887], [0.5022, 3.7282, 4.3835], [1.9144, 4.6077, 6.4001], [4.2648, 3.4377, 6.4838], [-3.1515, 2.4107, 1.4390], [-2.7218, 1.0938, 2.0966], [-3.7022, -0.0200, 1.7427], [-1.3756, 0.7868, 1.6167], [-0.5016, 1.3269, 2.5473], [-1.1119, 1.7218, 3.6822], [-2.4873, 1.3032, 3.6287], [-2.5916, -0.0013, 4.4177], [-3.3606, 2.3777, 4.2650], [-3.1687, 2.3075, 0.3581], [-2.4507, 3.2057, 1.6947], [-4.1461, 2.6857, 1.7782], [-4.0314, 0.0810, 0.7109], [-4.5761, 0.0426, 2.3865], [-3.2484, -1.0026, 1.8536], [-2.1305, -0.8186, 3.8702], [-3.6266, -0.2489, 4.6306], [-2.0604, 0.1233, 5.3589], [-3.1117, 3.3667, 3.8894], [-3.1920, 2.3803, 5.3380], [-4.4059, 2.1569, 4.0673], [0.4762, -3.2227, -4.8639], [-1.1331, -2.9250, -3.8929], [-2.4827, -2.0135, -4.9039], [-1.8194, -4.5081, -3.0664], [-0.6380, -1.4389, -2.1288], [0.2932, -3.8498, -5.7299], [1.2156, -3.7077, -4.2349], [0.9159, -2.2883, -5.1963], [-2.7601, -2.5891, -5.7807], [-2.1233, -1.0426, -5.2327], [-3.3747, -1.8573, -4.3025], [-2.3640, -5.1320, -3.7688], [-2.4891, -4.2383, -2.2542], [-1.0083, -5.1008, -2.6520], [0.9127, -2.1341, 1.0571], [-0.2756, -2.8936, 1.4356], [-0.8878, -3.8033, 0.5481], [-2.0139, -4.5048, 0.8978], [-2.5750, -4.3495, 2.1735], [-1.9587, -3.4850, 3.0873], [-0.8313, -2.7852, 2.7262], [-3.7262, -5.0703, 2.5369], [-4.6766, -5.6518, 2.8226], [1.5195, -2.7379, 0.3521], [1.5146, -1.9144, 1.9580], [-0.4561, -3.9320, -0.4341], [-2.4680, -5.1983, 0.2024], [-2.3702, -3.3955, 4.0850], [-0.3423, -2.1395, 3.4502], [2.7102, 0.4573, -1.3891], [4.2085, 0.5296, -0.0746], [5.1575, 1.5407, -0.0480], [6.1374, 1.5762, 0.9276], [6.1818, 0.6001, 1.9072], [5.2458, -0.4194, 1.8982], [4.2708, -0.4426, 0.9185], [3.3445, -0.9441, -2.6571], [3.5398, -2.2447, -2.2131], [3.8861, -3.2603, -3.0839], [4.0346, -2.9911, -4.4337], [3.8412, -1.7014, -4.8962], [3.5008, -0.6932, -4.0133], [3.2086, 1.6495, -2.2467], [5.1298, 2.3043, -0.8133], [6.8691, 2.3711, 0.9257], [6.9402, 0.6324, 2.6754], [5.2715, -1.1899, 2.6563], [3.5407, -1.2483, 0.9076], [3.4050, -2.4638, -1.1594], [4.0240, -4.2673, -2.7146], [4.2800, -3.7871, -5.1211], [3.9520, -1.4824, -5.9488], [3.3395, 0.3129, -4.3769], [0.8059, 3.8318, -1.6003], [-0.6131, 3.6603, -1.8416], [-1.3991, 4.8727, -1.7755], [-1.1471, 2.4266, -1.6080], [-0.5202, 1.6095, -0.8982], [-2.3644, 2.1533, -2.1431], [-2.7938, 2.6771, -3.4252], [-3.0385, 0.9170, -1.8003], [1.1457, 4.7044, -2.1566], [1.3350, 2.9495, -1.9677], [1.0452, 3.9653, -0.5378], [-1.0868, 5.4582, -0.9024], [-2.4546, 4.6383, -1.6677], [-1.2566, 5.4871, -2.6698], [-2.1961, 3.5267, -3.7331], [-3.8451, 2.9703, -3.3837], [-2.6898, 1.8961, -4.1851], [-2.5803, 0.4651, -0.9185], [-2.9619, 0.1924, -2.6143], [-4.0948, 1.1230, -1.6069]]
}